Density functional theory data (ωB97M-V/def2-TZVPD) for a structure of composition C28H38N5O2PSTl.

Computed properties:
LUMO = -2.353 eV
orbital gap = 8.59 eV
relative energy (zero: lowest compared OMol25 entry of this formula, charge and spin) = 4.7 kcal per mole
highest occupied orbital energy = -10.94 eV
molecular weight = 744.07 Da

```
! RIJCOSX wB97M-V def2-TZVPD def2/J DEFGRID3
* xyz 1 1
Tl -1.760 -0.616 0.970
N -1.302 3.396 2.886
C -1.698 2.198 2.424
O -1.081 1.173 2.699
C -2.968 2.170 1.593
C -2.988 1.083 0.525
H -0.532 3.436 3.533
H -1.825 4.233 2.699
H -3.152 3.155 1.160
H -3.768 1.996 2.318
H -2.633 1.462 -0.434
H -3.997 0.703 0.377
S -3.952 -4.716 -0.343
C -4.859 -3.624 -1.337
C -6.026 -3.858 -2.059
C -6.560 -2.809 -2.779
C -5.944 -1.551 -2.789
C -4.787 -1.322 -2.077
C -4.240 -2.370 -1.337
N -3.084 -2.303 -0.575
C -2.823 -3.442 -0.006
C -1.679 -3.642 0.906
C -1.217 -4.926 1.186
C -0.141 -5.111 2.040
C 0.482 -4.015 2.618
C 0.029 -2.732 2.339
C -1.051 -2.539 1.490
H -6.501 -4.830 -2.056
H -7.468 -2.962 -3.347
H -6.384 -0.751 -3.369
H -4.299 -0.356 -2.090
H -1.687 -5.786 0.724
H 0.213 -6.111 2.248
H 1.321 -4.158 3.286
H 0.520 -1.881 2.796
O 0.341 0.041 0.168
P 1.601 0.774 -0.163
N 2.676 -0.170 -0.966
C 4.008 -0.555 -0.491
C 4.633 -1.173 -1.734
C 3.458 -1.918 -2.369
C 2.244 -1.021 -2.087
N 2.354 1.316 1.183
C 3.116 2.555 1.315
C 2.937 2.899 2.788
C 2.951 1.530 3.474
C 2.330 0.565 2.447
N 1.294 2.084 -1.121
C 2.197 2.537 -2.181
C 1.620 3.897 -2.599
C 0.168 3.914 -2.071
C -0.057 2.530 -1.455
H 3.950 -1.295 0.317
H 4.556 0.312 -0.122
H 5.471 -1.826 -1.497
H 4.990 -0.383 -2.398
H 3.325 -2.887 -1.887
H 3.595 -2.094 -3.434
H 1.362 -1.604 -1.816
H 1.985 -0.406 -2.954
H 2.721 3.314 0.641
H 4.178 2.403 1.082
H 1.977 3.398 2.928
H 3.719 3.563 3.158
H 2.392 1.528 4.408
H 3.975 1.235 3.704
H 1.299 0.312 2.696
H 2.908 -0.361 2.377
H 2.192 1.838 -3.024
H 3.221 2.606 -1.814
H 1.670 4.024 -3.679
H 2.192 4.709 -2.153
H -0.560 4.127 -2.852
H 0.059 4.680 -1.305
H -0.528 1.849 -2.174
H -0.678 2.563 -0.558
*
```